Computed, not measured: one molecule with the formula C19H28N2O4S, with ωB97M-V/def2-TZVPD.

Calculated values
HOMO energy, eV: -8.5
DFT total energy, eV: -42163.461
Relative energy (zero: lowest compared OMol25 entry of this formula, charge and spin), kJ/mol: 117.1
SMILES: COCCC(=O)N1CCC(Oc2ccc(C(=O)NCCSC)cc2)CC1
Total charge: 0
E_LUMO, Eh: 0.0219

Atoms and positions in Å:
C (-2.894, -3.643, 0.669)
O (-1.496, -3.510, 0.653)
C (-1.064, -2.372, -0.057)
C (0.456, -2.301, 0.043)
C (1.007, -1.144, -0.766)
O (0.278, -0.405, -1.415)
N (2.343, -0.971, -0.759)
C (3.322, -1.769, -0.063)
H (4.091, -2.066, -0.786)
C (3.966, -0.964, 1.071)
H (3.287, -0.911, 1.921)
H (4.864, -1.486, 1.404)
C (4.324, 0.479, 0.644)
C (4.226, 0.631, -0.882)
H (4.373, 1.679, -1.145)
C (2.907, 0.148, -1.494)
H (3.082, -0.153, -2.536)
H (2.155, 0.940, -1.503)
H (5.058, 0.067, -1.309)
H (5.362, 0.685, 0.932)
O (3.623, 1.473, 1.378)
C (2.305, 1.729, 1.046)
C (1.264, 0.960, 1.552)
C (-0.035, 1.212, 1.155)
C (-0.310, 2.249, 0.275)
C (0.715, 3.085, -0.144)
C (2.017, 2.824, 0.236)
H (2.827, 3.453, -0.103)
H (0.492, 3.921, -0.790)
C (-1.703, 2.410, -0.248)
O (-2.444, 3.336, 0.025)
N (-2.034, 1.395, -1.073)
H (-1.350, 0.666, -1.247)
C (-3.367, 1.230, -1.584)
C (-4.074, 0.033, -0.947)
H (-5.126, 0.008, -1.234)
H (-3.596, -0.899, -1.250)
S (-3.977, 0.029, 0.873)
C (-4.884, 1.549, 1.264)
H (-4.297, 2.414, 0.967)
H (-5.846, 1.529, 0.758)
H (-5.029, 1.552, 2.339)
H (-3.341, 1.084, -2.670)
H (-3.908, 2.155, -1.366)
H (-0.843, 0.598, 1.526)
H (1.467, 0.161, 2.249)
H (2.871, -2.674, 0.336)
H (0.733, -2.195, 1.093)
H (0.863, -3.244, -0.327)
H (-1.520, -1.466, 0.366)
H (-1.364, -2.442, -1.114)
H (-3.290, -3.787, -0.344)
H (-3.116, -4.521, 1.272)
H (-3.371, -2.759, 1.111)